Run a
{"formula": "C7H15NO", "method": "wB97M-V/def2-TZVPD", "elements": ["C", "C", "C", "C", "C", "N", "C", "C", "O", "H", "H", "H", "H", "H", "H", "H", "H", "H", "H", "H", "H", "H", "H", "H"], "xyz": [[0.536, 0.980, 0.268], [-1.755, 1.143, 1.291], [-0.848, -1.044, 0.969], [1.520, 0.638, 1.387], [-0.448, -0.235, -2.450], [-0.881, 0.311, 0.501], [0.763, -0.334, -1.573], [1.472, -1.463, -1.411], [1.177, 0.854, -0.993], [0.301, 2.049, 0.313], [-1.472, 1.206, 2.357], [-1.773, 2.155, 0.873], [-2.768, 0.745, 1.227], [-0.048, -1.586, 0.419], [-1.786, -1.546, 0.709], [-0.671, -1.136, 2.051], [1.791, -0.418, 1.352], [2.420, 1.233, 1.268], [1.077, 0.858, 2.356], [-0.437, -1.011, -3.213], [-0.488, 0.731, -2.945], [-1.354, -0.339, -1.861], [2.425, -1.447, -0.910], [1.247, -2.344, -1.984]], "molar_mass_da": 129.203, "gap_ev": 9.52, "smiles": "C=C(C)O[C@H](C)N(C)C", "total_charge": 0}



Run b
{"formula": "C7H15NO", "method": "wB97M-V/def2-TZVPD", "elements": ["C", "C", "C", "C", "C", "C", "C", "O", "N", "H", "H", "H", "H", "H", "H", "H", "H", "H", "H", "H", "H", "H", "H", "H"], "xyz": [[0.300, -0.135, -0.413], [-0.436, -0.310, 0.736], [1.669, 0.923, 1.189], [0.091, 0.991, -1.380], [1.167, -1.246, -0.924], [-1.346, 0.679, 1.390], [-1.961, -1.419, -0.712], [2.958, 0.589, 0.784], [-3.045, -0.946, -1.131], [3.209, -0.246, 1.193], [-0.189, -1.180, 1.335], [-3.135, 0.066, -0.983], [1.459, 1.953, 0.921], [1.498, 0.759, 2.254], [-1.812, -2.505, -0.857], [2.152, -0.847, -1.177], [-0.367, 0.614, -2.297], [1.062, 1.414, -1.649], [-0.533, 1.790, -0.988], [0.746, -1.674, -1.836], [1.289, -2.041, -0.188], [-0.926, 1.020, 2.340], [-1.550, 1.550, 0.772], [-2.301, 0.199, 1.618]], "molar_mass_da": 129.203, "gap_ev": [7.21, 6.94], "total_charge": 0}



Structures ranked by computed energy, the most stable listed first: run a, run b.



Run a
{"formula": "H4NO2PS", "method": "wB97M-V/def2-TZVPD", "elements": ["N", "O", "O", "P", "S", "H", "H", "H", "H"], "xyz": [[1.753, -0.231, -0.494], [-2.008, 0.143, -0.878], [0.693, 0.924, 1.471], [0.973, -0.467, 0.774], [0.418, -2.162, 1.528], [2.011, -1.045, -1.042], [-2.938, 0.463, -0.839], [0.619, 1.581, 0.786], [-1.522, 0.795, -1.306]], "molar_mass_da": 113.078, "gap_ev": 9.64, "total_charge": 0}



Run b
{"formula": "H4NO2PS", "method": "wB97M-V/def2-TZVPD", "elements": ["N", "O", "O", "P", "S", "H", "H", "H", "H"], "xyz": [[1.188, -1.061, 0.399], [-0.344, 0.276, 1.814], [-1.270, -0.907, -0.124], [-0.438, 1.808, -1.006], [-0.221, -0.157, 0.481], [2.078, -1.071, 0.967], [1.470, -1.542, -0.471], [-1.560, 1.906, -0.208], [-0.902, 0.747, -1.854]], "molar_mass_da": 113.078, "gap_ev": 9.24, "smiles": "NS(=O)(=O)P", "total_charge": 0}



Run c
{"formula": "H4NO2PS", "method": "wB97M-V/def2-TZVPD", "elements": ["N", "O", "O", "P", "S", "H", "H", "H", "H"], "xyz": [[-1.950, 0.182, 0.852], [-0.013, 1.202, -0.778], [-0.411, -1.094, -0.979], [-0.531, 0.033, 0.141], [2.737, -0.097, 0.327], [-2.087, 1.078, 1.214], [0.741, 0.942, -1.206], [-1.279, -1.645, -1.146], [2.794, -0.601, 1.574]], "molar_mass_da": 113.078, "gap_ev": [6.13, 6.13], "total_charge": 0}



Structures ranked by computed energy, the most stable listed first: run a, run c, run b.



Run a
{"formula": "C5H9N2O2", "method": "wB97M-V/def2-TZVPD", "elements": ["C", "C", "C", "C", "C", "N", "N", "O", "O", "H", "H", "H", "H", "H", "H", "H", "H", "H"], "xyz": [[1.310, 0.989, -0.376], [-0.085, -1.158, -0.812], [0.666, -0.291, 1.454], [1.329, 0.991, 1.820], [-2.016, -0.958, -1.910], [1.024, -0.427, -0.010], [1.604, 1.665, 0.740], [0.017, -2.331, -0.920], [-0.912, -0.309, -1.170], [1.638, 1.360, -1.273], [0.734, -1.269, 1.952], [-0.391, -0.090, 1.397], [1.370, 1.272, 2.967], [-1.989, -2.066, -1.580], [-1.669, -0.907, -2.978], [-2.933, -0.417, -1.592], [1.945, -1.016, -0.092], [1.786, 2.664, 0.720]], "molar_mass_da": 129.139, "gap_ev": 8.33, "total_charge": 1}



Run b
{"formula": "C5H9N2O2", "method": "wB97M-V/def2-TZVPD", "elements": ["C", "C", "C", "C", "C", "N", "N", "O", "O", "H", "H", "H", "H", "H", "H", "H", "H", "H"], "xyz": [[2.260, 1.358, -0.869], [-0.520, -0.087, 0.136], [-1.487, -1.186, 0.524], [-0.913, 1.353, 0.637], [0.992, -1.706, -0.764], [0.655, -0.386, -0.272], [1.696, 0.496, -0.233], [2.619, 2.353, -1.260], [-0.229, 2.445, -0.039], [-2.320, -0.718, 0.900], [-1.032, -1.749, 1.277], [-1.810, -1.893, -0.315], [-0.052, 3.086, 0.632], [-0.959, 1.395, 1.762], [-2.014, 1.428, 0.537], [1.412, -1.717, -1.727], [1.719, -2.188, -0.120], [-0.016, -2.285, -0.807]], "molar_mass_da": 129.139, "gap_ev": 10.36, "smiles": "C/C(CO)=[N+](\\C)N=C=O", "total_charge": 1}



Run c
{"formula": "C5H9N2O2", "method": "wB97M-V/def2-TZVPD", "elements": ["C", "C", "C", "C", "C", "N", "N", "O", "O", "H", "H", "H", "H", "H", "H", "H", "H", "H"], "xyz": [[1.214, 1.412, 1.981], [0.830, 0.097, -0.707], [0.268, 1.308, 1.113], [0.172, -0.966, -1.036], [0.513, -2.124, -1.988], [-1.205, -1.192, -0.506], [-1.137, 1.932, 1.033], [-1.844, -0.168, -0.242], [-1.471, -2.311, -0.162], [1.030, 1.870, 3.038], [2.189, 0.979, 1.676], [1.834, 0.357, -1.009], [-0.385, -2.717, -2.210], [0.969, -1.872, -2.932], [1.268, -2.756, -1.318], [-1.163, 2.975, 0.891], [-1.415, 1.784, 2.024], [-1.667, 1.391, 0.356]], "molar_mass_da": 129.139, "gap_ev": 9.92, "total_charge": 1}



Structures ranked by computed energy, the most stable listed first: run b, run a, run c.